Record 1
C43H31BiCl9N11O4 | ωB97M-V/def2-TZVPD

Output
**Total energy**: -188218.3291 eV
**HOMO level**: -6.882 eV
**Energy above the lowest of the compared OMol25 structures with the same formula, charge and spin**: 0.000 eV
**Molar mass**: 1293.9 u
**Largest force on an atom**: 0.5 eV/A
**Total charge**: 0

The geometry in XYZ format:
```
99
Properties=species:S:1:pos:R:3:forces:R:3
Bi 2.29545 -0.38372 1.30789 0.3400 -0.1599 0.1237
C -5.26246 7.04480 -8.62459 -0.0643 0.0056 -0.0489
O -4.05550 7.40458 -7.98110 0.0130 0.1021 -0.0376
C -3.52185 6.52774 -7.10261 0.0684 -0.1361 0.1497
C -4.08784 5.30066 -6.77678 -0.1424 0.0034 -0.0986
C -3.44833 4.46713 -5.87188 0.1571 0.0121 0.1170
C -2.24623 4.83241 -5.27614 -0.2158 0.0331 -0.1697
C -1.69681 6.07708 -5.60086 0.0182 -0.0708 0.0527
C -2.32399 6.91158 -6.49622 -0.0032 0.0851 -0.0490
C -1.54362 3.96081 -4.33912 0.2063 -0.1681 0.1537
N -0.43891 4.27379 -3.70206 0.0135 0.2449 -0.0619
C -0.11950 3.17918 -2.94940 -0.3572 -0.3370 -0.0721
C -1.04819 2.17590 -3.13269 0.3414 0.3168 -0.0005
N -1.94923 2.68768 -4.03096 -0.1800 0.0007 -0.0249
C -0.93514 0.89412 -2.52802 0.0762 -0.1489 0.1334
C -1.81941 -0.17466 -2.73665 0.0557 0.0197 0.0155
C -1.55609 -1.39183 -2.16103 -0.0533 0.0141 -0.0062
C -0.39310 -1.52390 -1.39857 0.0443 0.0066 0.0466
N 0.42986 -0.52540 -1.15902 0.1302 -0.0093 0.1877
C 0.17489 0.68511 -1.67548 -0.2235 -0.1214 -0.1417
C 1.09506 1.77738 -1.36721 0.1204 0.4213 -0.0580
N 2.05186 1.59863 -0.42958 -0.0129 -0.0361 -0.2518
C 2.92629 2.56213 -0.20526 -0.0091 -0.0496 0.0540
C 2.91023 3.78442 -0.88030 -0.0459 0.0534 -0.0231
C 1.91689 4.01328 -1.79630 0.0131 -0.0170 -0.0375
C 0.97736 3.00634 -2.04848 0.0733 -0.1458 0.2025
H -5.50167 7.86721 -9.29231 -0.0094 -0.0033 0.0023
H -6.07544 6.91597 -7.90547 0.0132 0.0005 0.0081
H -5.14556 6.12873 -9.20943 0.0159 0.0036 0.0122
H -5.02476 4.98539 -7.21402 0.0397 -0.0005 0.0032
H -3.91891 3.52041 -5.63479 -0.0115 -0.0018 -0.0141
H -0.76584 6.36820 -5.13411 -0.0024 0.0125 -0.0077
H -1.90609 7.87717 -6.74900 0.0137 -0.0180 -0.0062
H -2.76591 2.22088 -4.38029 -0.0063 0.0365 -0.0512
H -2.69971 -0.03859 -3.35327 -0.0046 -0.0118 -0.0031
H -2.22214 -2.23436 -2.28288 0.0108 0.0022 -0.0451
H -0.12283 -2.48450 -0.96786 -0.0469 0.0113 0.0205
H 3.68024 2.35287 0.54583 0.0179 0.0057 -0.0479
H 3.66111 4.52938 -0.65889 0.0075 -0.0028 0.0028
H 1.83374 4.94664 -2.33779 0.0043 0.0144 0.0307
Cl 8.99742 -2.01768 0.57458 0.0286 0.0165 -0.0351
C 7.43225 -1.77401 1.25886 -0.0508 -0.0437 0.1079
C 7.08548 -2.39474 2.44990 -0.0410 0.0696 -0.0899
Cl 8.21157 -3.42031 3.25954 0.0263 -0.0149 0.0354
C 5.80887 -2.19667 2.98641 0.0337 0.0557 -0.0713
Cl 5.33977 -2.95729 4.46325 -0.0517 -0.0366 0.0690
C 4.87325 -1.39464 2.34520 0.1236 0.0073 0.0114
O 3.65351 -1.21909 2.81796 -0.2382 0.1121 -0.1600
C 5.23116 -0.75141 1.13258 0.0977 -0.0641 0.0765
O 4.32537 0.00412 0.52141 -0.4243 -0.0976 0.0198
C 6.50088 -0.95525 0.61015 0.0218 -0.0138 0.0414
Cl 6.89670 -0.18135 -0.88381 -0.0320 0.0360 -0.0619
Cl -0.63054 1.00973 1.89861 -0.1602 -0.0483 -0.2198
C 0.57395 1.80696 2.85865 0.2647 0.1015 0.2227
C 1.90233 1.43615 2.71452 0.1496 0.0184 0.0350
C 2.84505 2.11833 3.47401 -0.3275 0.1916 -0.0050
Cl 4.52620 1.82593 3.23573 0.1661 -0.1442 0.0020
C 2.46780 3.10308 4.39206 0.0080 -0.0812 -0.0810
Cl 3.64785 3.91611 5.33850 0.0491 0.0466 0.0459
C 1.12214 3.43622 4.53116 0.0081 -0.0572 -0.0687
Cl 0.64459 4.64704 5.65109 -0.0196 0.0380 0.0369
C 0.16448 2.79737 3.74638 0.0294 0.0194 0.0243
Cl -1.49190 3.23713 3.88074 -0.0708 -0.0038 0.0098
N 1.44129 -5.57308 -1.47305 -0.5252 -0.0334 -0.0639
N 2.20488 -4.49974 -1.07248 0.2663 0.2301 0.1481
N 2.91806 -3.79340 -1.91573 -0.0237 -0.0932 -0.0431
C 3.40144 -2.85231 -1.11188 0.0604 -0.0422 0.0989
N 2.98755 -3.01685 0.15115 0.1156 0.2247 -0.0164
N 2.20737 -4.07056 0.16049 -0.1152 -0.1899 -0.2153
H 1.78416 -5.88492 -2.36992 0.1499 -0.0389 -0.0264
H 1.49206 -6.29802 -0.77084 0.1519 -0.0481 0.0320
H 4.05737 -2.05774 -1.42952 -0.0242 0.0050 0.0009
C -5.50090 -3.98159 2.91857 0.1222 -0.0495 -0.0360
C -4.31400 -4.72927 2.31853 -0.0449 0.1546 0.0136
N -3.05220 -4.44562 3.00547 -0.0798 -0.0162 0.0365
C -2.49870 -5.49400 3.84887 -0.0468 -0.0289 0.1118
C -3.28465 -5.69766 5.14123 0.0652 0.0114 -0.1133
C -2.45964 -3.25861 2.72132 -0.0961 0.0901 0.0040
O -2.92680 -2.49271 1.88481 0.0622 -0.1210 0.0675
C -1.19595 -2.85454 3.42962 0.1382 0.1174 -0.0880
C -0.90691 -2.97621 4.78372 -0.0248 0.0136 -0.0599
C 0.29346 -2.47737 5.26939 -0.0306 -0.0245 0.0438
C 1.16555 -1.84791 4.39810 0.0039 0.0264 -0.0052
N 0.86624 -1.68131 3.11025 -0.0213 -0.0673 0.0546
C -0.27176 -2.17282 2.64448 -0.0667 -0.1011 0.0866
H -6.40032 -4.18331 2.33549 -0.0120 0.0014 0.0255
H -5.30657 -2.91096 2.89162 -0.0351 0.0185 0.0012
H -5.68046 -4.28182 3.95100 -0.0144 0.0010 0.0029
H -4.19981 -4.43253 1.27587 0.0056 -0.0677 -0.0179
H -4.47388 -5.80718 2.35834 0.0268 -0.0130 0.0013
H -1.46048 -5.26119 4.06623 0.0287 -0.0306 -0.0345
H -2.50114 -6.42589 3.27641 0.0340 0.0153 -0.0285
H -3.33648 -4.77011 5.71315 -0.0362 -0.0330 0.0244
H -2.81024 -6.46313 5.75620 -0.0047 0.0025 0.0022
H -4.30347 -6.02085 4.92689 -0.0170 0.0091 0.0338
H -1.61059 -3.43598 5.46592 0.0162 -0.0193 -0.0294
H 0.54759 -2.57637 6.31541 0.0078 0.0327 -0.0012
H 2.12817 -1.45871 4.70980 -0.0173 -0.0261 0.0128
H -0.48635 -2.01208 1.59430 -0.0140 0.0154 -0.0280
```
Positions in Å, forces in eV/Å.

Atom charges from the Mulliken analysis, given in e for atoms 1 to 6:
1 Bi 2.247
2 C -0.841
3 O -0.465
4 C 0.943
5 C -0.603
6 C -0.793


Record 2
C9H9N3O2 | ωB97M-V/def2-TZVPD

Output
**Total energy**: -18040.1992 eV
**HOMO level (alpha / beta)**: -9.243 / -9.236 eV
**Energy above the lowest of the compared OMol25 structures with the same formula, charge and spin**: 5.555 eV
**Molar mass**: 191.2 u
**Largest force on an atom**: 5.1 eV/A
**Total charge**: 0

The geometry in XYZ format:
```
23
Properties=species:S:1:pos:R:3:forces:R:3
C 2.54384 -1.74702 0.25772 -0.5241 -1.3682 0.7801
C 3.64097 -1.02890 -0.09387 -1.1146 2.3647 -1.0988
C 1.22614 -1.23062 0.15355 2.8080 -0.3793 -0.1780
C 3.52760 0.33814 -0.55268 -2.4689 -3.3911 1.7814
C 1.15948 0.06911 -0.24527 -1.6693 0.3320 -0.0122
C 2.26323 0.86961 -0.51536 0.4638 -0.2179 0.1677
C -2.07875 -0.18144 -0.35304 -0.8377 1.1989 -0.1346
C 0.05775 1.06906 -0.20482 -0.6768 -2.6910 4.0539
C -3.49749 0.20056 -0.48034 -2.8029 -4.1586 -0.8517
N 1.85685 2.24836 -0.54509 0.1589 -0.4420 -0.7629
N 0.61673 2.29755 -0.39344 0.3623 2.8561 -0.7451
N -1.31245 0.96430 -0.32571 2.9698 0.9866 -0.5590
O -1.66097 -1.29537 -0.33166 0.5429 -0.8121 0.2072
O 0.19667 1.35085 1.83698 -1.6163 -0.5466 -2.3281
H 2.80777 -2.75559 0.69953 -1.0243 1.1003 -0.6846
H 4.53196 -1.55897 -0.00028 1.7972 -0.1721 -0.0571
H 0.46107 -1.87658 0.42189 -1.6658 -0.4821 0.3274
H 4.36996 0.84360 -0.72500 2.9935 2.2175 -0.8137
H -4.09228 -0.62073 -1.08641 1.4241 1.5259 1.0525
H -4.11116 0.29645 0.39077 0.3183 -0.5059 1.3753
H -3.73538 1.09710 -0.89692 0.1215 2.6857 -1.8245
H -1.67017 1.88848 -0.52754 -0.6690 -0.2258 0.2590
H 1.11616 1.47062 2.02697 1.1092 0.1251 0.0457
```
Positions in Å, forces in eV/Å.

Atom charges from the Mulliken analysis, given in e for atoms 1 to 6:
1 C -0.460
2 C -0.324
3 C -0.406
4 C -0.985
5 C 0.911
6 C 0.002


> Which of these has the lowest largest force on an atom?

C43H31BiCl9N11O4


> What is the total energy in the second record?

-18040.1992 eV


> energy above the lowest of the compared OMol25 structures with the same formula, charge and spin of number 2 (C9H9N3O2)?

5.555 eV


> Which of these has the lowest energy above the lowest of the compared OMol25 structures with the same formula, charge and spin?

C43H31BiCl9N11O4